Entry 1:
{
  "formula": "C23H46Cl2N8O3P2",
  "method": "ωB97M-V/def2-TZVPD",
  "elements": ["C", "C", "O", "C", "C", "C", "C", "Cl", "C", "C", "N", "C", "Cl", "C", "N", "C", "H", "H", "H", "H", "H", "H", "H", "H", "H", "H", "O", "P", "N", "C", "C", "N", "C", "C", "N", "C", "C", "H", "H", "H", "H", "H", "H", "H", "H", "H", "H", "H", "H", "H", "H", "H", "H", "H", "H", "O", "P", "N", "C", "C", "N", "C", "C", "N", "C", "C", "H", "H", "H", "H", "H", "H", "H", "H", "H", "H", "H", "H", "H", "H", "H", "H", "H", "H"],
  "positions_angstrom": [[0.51, 1.01, -2.87], [1.73, 0.05, -3.40], [2.37, -0.77, -2.36], [3.69, -0.19, -1.96], [3.31, 1.07, -0.93], [2.84, 0.71, 0.61], [2.42, 1.99, 1.57], [1.85, 1.58, 3.30], [2.52, 3.51, 0.94], [3.00, 3.86, -0.62], [2.99, 5.31, -1.00], [3.40, 5.40, -2.45], [3.47, 7.14, -3.18], [3.82, 4.19, -3.44], [3.83, 2.76, -2.98], [3.39, 2.58, -1.56], [-0.57, 0.57, -3.03], [0.66, 2.07, -3.40], [0.61, 1.23, -1.70], [1.24, -0.69, -4.20], [2.52, 0.69, -4.02], [4.29, -1.01, -1.34], [4.34, 0.16, -2.87], [2.80, -0.42, 0.97], [2.19, 4.42, 1.64], [4.11, 4.44, -4.56], [-2.81, 0.18, -5.12], [-3.12, -0.87, -6.22], [-1.52, -1.40, -6.34], [-0.43, -0.83, -7.09], [-1.02, -2.19, -5.22], [-3.66, 0.27, -7.35], [-2.80, 1.02, -8.25], [-4.66, 1.20, -6.80], [-3.47, -2.08, -7.48], [-4.10, -3.27, -6.90], [-2.67, -2.47, -8.63], [0.28, -1.61, -7.37], [0.10, -0.06, -6.52], [-0.73, -0.39, -8.03], [-1.15, -3.26, -5.43], [-1.56, -1.96, -4.29], [0.04, -2.01, -5.01], [-1.98, 1.50, -7.71], [-3.36, 1.81, -8.77], [-2.41, 0.40, -9.05], [-4.18, 2.03, -6.26], [-5.33, 0.68, -6.11], [-5.29, 1.61, -7.59], [-3.36, -3.94, -6.45], [-4.66, -3.83, -7.66], [-4.82, -2.99, -6.13], [-1.85, -3.15, -8.36], [-2.24, -1.62, -9.16], [-3.29, -2.98, -9.36], [0.88, -2.78, 9.41], [0.57, -1.68, 8.37], [1.50, -0.50, 9.14], [1.14, 0.34, 10.26], [2.94, -0.68, 9.06], [-1.11, -1.68, 8.66], [-1.77, -0.93, 9.72], [-1.69, -3.03, 8.63], [0.22, -0.41, 7.17], [1.00, -0.60, 5.95], [-0.01, 1.01, 7.38], [1.71, 1.28, 10.21], [1.35, -0.14, 11.22], [0.11, 0.66, 10.26], [3.34, -0.11, 8.22], [3.22, -1.73, 8.91], [3.47, -0.35, 9.97], [-1.29, -1.10, 10.69], [-2.82, -1.22, 9.81], [-1.80, 0.13, 9.50], [-1.57, -3.55, 9.59], [-1.22, -3.64, 7.85], [-2.76, -2.99, 8.39], [2.02, -0.23, 6.07], [0.54, -0.10, 5.09], [1.05, -1.67, 5.70], [0.93, 1.57, 7.52], [-0.66, 1.22, 8.22], [-0.51, 1.45, 6.51]],
  "lowdin_charge": [-0.088, -0.248, -0.221, -0.156, -0.049, -0.003, -0.513, 0.512, 0.000, -0.130, 0.049, -0.511, 0.481, -0.063, 0.051, -0.113, 0.074, 0.085, 0.081, 0.097, 0.112, 0.140, 0.121, 0.117, 0.107, 0.118, -0.279, 0.752, -0.335, -0.125, -0.111, -0.340, -0.137, -0.155, -0.325, -0.159, -0.120, 0.092, 0.084, 0.047, 0.075, 0.074, 0.060, 0.083, 0.086, 0.053, 0.078, 0.069, 0.077, 0.068, 0.077, 0.074, 0.085, 0.057, 0.093, -0.274, 0.750, -0.343, -0.130, -0.114, -0.341, -0.137, -0.156, -0.322, -0.178, -0.115, 0.089, 0.090, 0.046, 0.073, 0.071, 0.086, 0.083, 0.085, 0.053, 0.078, 0.068, 0.077, 0.063, 0.034, 0.076, 0.086, 0.057, 0.093],
  "orbital_gap_ev": 5.65,
  "homo_energy_ev": -7.4092,
  "max_force_ha_per_bohr": 0.1459,
  "smiles": "CCOCc1cc(Cl)cc2nc(Cl)cnc12.CN(C)P(=O)(N(C)C)N(C)C.CN(C)P(=O)(N(C)C)N(C)C"
}

=====

Entry 2:
{
  "formula": "C5H12O2",
  "method": "ωB97M-V/def2-TZVPD",
  "elements": ["C", "O", "C", "C", "C", "C", "O", "H", "H", "H", "H", "H", "H", "H", "H", "H", "H", "H", "H"],
  "positions_angstrom": [[-0.67, 1.23, 1.67], [0.43, 0.47, 2.41], [-1.14, 0.54, 0.35], [-0.42, 0.67, -0.98], [0.48, -0.38, -1.55], [1.15, -1.20, -0.42], [0.40, -2.05, 0.45], [-1.55, 1.65, 2.16], [-0.01, 2.15, 1.42], [0.59, -0.37, 1.77], [-2.13, 0.85, 0.19], [-1.04, -0.48, 0.66], [0.19, 1.59, -0.99], [-1.02, 1.03, -1.92], [0.00, -1.12, -2.19], [1.22, 0.19, -2.22], [1.76, -0.54, 0.29], [2.00, -1.75, -0.98], [-0.23, -2.50, -0.11]],
  "nbo_charge": [-0.065, -0.747, -0.471, -0.419, -0.429, -0.091, -0.717, 0.190, 0.164, 0.481, 0.219, 0.226, 0.209, 0.209, 0.194, 0.230, 0.179, 0.168, 0.471],
  "orbital_gap_ev": 10.52,
  "relative_energy_kj_mol": 302.74,
  "homo_energy_ev": -9.7416,
  "max_force_ha_per_bohr": 0.0974,
  "smiles": "OCCCCCO"
}

=====

Entry 3:
{
  "formula": "C56H55AlN6O2S2",
  "method": "ωB97M-V/def2-TZVPD",
  "elements": ["Al", "C", "C", "C", "C", "C", "C", "C", "C", "C", "C", "C", "C", "N", "C", "C", "N", "C", "C", "C", "C", "C", "C", "C", "C", "C", "C", "C", "C", "C", "C", "C", "C", "C", "C", "C", "C", "C", "C", "H", "H", "H", "H", "H", "H", "H", "H", "H", "H", "H", "H", "H", "H", "H", "H", "H", "H", "H", "H", "H", "H", "H", "H", "H", "H", "H", "H", "H", "H", "H", "H", "H", "H", "H", "H", "H", "H", "H", "H", "S", "C", "N", "N", "C", "C", "C", "C", "C", "C", "N", "N", "C", "C", "C", "C", "C", "C", "H", "H", "H", "H", "H", "H", "H", "H", "H", "H", "H", "O", "C", "O", "C", "C", "C", "C", "C", "C", "S", "H", "H", "H", "H"],
  "positions_angstrom": [[0.29, -0.99, -1.33], [2.14, -2.85, 2.13], [3.08, -2.97, 0.93], [2.46, -3.80, -0.21], [3.63, -1.66, 0.39], [5.01, -1.66, 0.22], [5.71, -0.56, -0.24], [5.00, 0.58, -0.57], [3.62, 0.64, -0.43], [2.92, 1.92, -0.85], [2.98, 2.99, 0.26], [3.48, 2.51, -2.15], [2.91, -0.48, 0.06], [1.49, -0.30, 0.22], [1.19, 0.41, 1.34], [0.01, 1.25, 1.55], [-0.85, 1.59, 0.66], [-1.95, 2.41, 0.90], [-3.15, 1.89, 1.47], [-4.27, 2.71, 1.56], [-4.26, 4.01, 1.10], [-3.09, 4.52, 0.59], [-1.92, 3.77, 0.50], [-0.67, 4.53, 0.08], [0.13, 3.91, -1.06], [0.24, 4.78, 1.29], [-3.28, 0.47, 1.99], [-4.41, -0.27, 1.27], [-3.51, 0.46, 3.51], [0.12, 1.83, 2.93], [-0.63, 2.72, 3.65], [-0.17, 3.10, 4.93], [1.00, 2.62, 5.46], [1.81, 1.73, 4.73], [3.06, 1.18, 5.11], [3.73, 0.36, 4.23], [3.24, 0.02, 2.96], [2.01, 0.52, 2.54], [1.33, 1.36, 3.47], [2.00, -3.84, 2.58], [1.17, -2.48, 1.84], [2.56, -2.18, 2.89], [3.95, -3.53, 1.29], [1.74, -3.21, -0.76], [1.95, -4.68, 0.17], [3.24, -4.10, -0.92], [5.56, -2.55, 0.49], [6.79, -0.59, -0.33], [5.53, 1.45, -0.94], [1.87, 1.67, -1.02], [4.02, 3.26, 0.45], [2.55, 2.63, 1.18], [2.44, 3.88, -0.06], [4.35, 3.15, -1.95], [2.72, 3.12, -2.64], [3.78, 1.73, -2.83], [-5.17, 2.31, 2.01], [-5.16, 4.62, 1.14], [-3.06, 5.56, 0.25], [-1.01, 5.51, -0.27], [0.46, 2.91, -0.81], [1.01, 4.52, -1.28], [-0.48, 3.84, -1.95], [0.69, 3.85, 1.63], [-0.32, 5.22, 2.12], [1.04, 5.48, 1.02], [-2.35, -0.06, 1.78], [-5.34, 0.29, 1.31], [-4.58, -1.24, 1.72], [-4.14, -0.41, 0.22], [-4.46, 0.93, 3.77], [-2.72, 0.98, 4.04], [-3.54, -0.57, 3.88], [-1.54, 3.14, 3.26], [-0.77, 3.80, 5.51], [1.31, 2.93, 6.46], [3.49, 1.42, 6.08], [4.69, -0.04, 4.53], [3.85, -0.60, 2.32], [-1.12, -1.95, 0.22], [-1.66, -3.33, -0.75], [-2.50, -4.23, -0.28], [-2.84, -4.11, 1.03], [-3.95, -4.71, 1.54], [-4.85, -5.41, 0.72], [-6.00, -5.95, 1.26], [-6.28, -5.83, 2.62], [-5.37, -5.18, 3.44], [-4.22, -4.63, 2.92], [-1.25, -3.49, -2.00], [-0.31, -2.67, -2.46], [-0.18, -2.77, -3.85], [-1.30, -3.03, -4.66], [-1.19, -3.07, -6.03], [0.03, -2.84, -6.65], [1.15, -2.62, -5.86], [1.06, -2.61, -4.48], [-2.37, -3.38, 1.56], [-4.61, -5.49, -0.33], [-6.70, -6.46, 0.61], [-7.21, -6.22, 3.02], [-5.57, -5.10, 4.50], [-3.51, -4.11, 3.57], [-2.25, -3.17, -4.16], [-2.08, -3.26, -6.63], [0.11, -2.84, -7.73], [2.12, -2.46, -6.33], [1.95, -2.49, -3.88], [3.35, -0.30, -3.71], [2.19, -0.11, -3.37], [1.64, -0.74, -2.39], [1.33, 0.87, -4.11], [1.96, 1.58, -5.13], [1.30, 2.50, -5.92], [-0.06, 2.70, -5.70], [-0.71, 2.01, -4.70], [-0.04, 1.09, -3.86], [-1.07, 0.41, -2.62], [3.01, 1.38, -5.28], [1.83, 3.05, -6.69], [-0.62, 3.40, -6.31], [-1.77, 2.16, -4.52]],
  "lowdin_charge": [-0.261, -0.058, -0.356, -0.039, -0.151, -0.062, -0.083, -0.037, -0.117, -0.335, -0.041, -0.057, -0.157, 0.068, -0.163, -0.174, 0.177, -0.161, -0.136, -0.065, -0.102, -0.064, -0.128, -0.346, -0.064, -0.060, -0.374, -0.062, -0.057, -0.084, -0.030, -0.075, -0.040, -0.170, -0.052, -0.077, -0.021, -0.083, -0.084, 0.078, 0.035, 0.057, 0.115, 0.040, 0.083, 0.084, 0.103, 0.092, 0.109, 0.102, 0.085, 0.067, 0.047, 0.073, 0.078, 0.061, 0.101, 0.088, 0.100, 0.117, 0.048, 0.075, 0.083, 0.055, 0.079, 0.078, 0.067, 0.064, 0.070, 0.082, 0.071, 0.060, 0.073, 0.108, 0.095, 0.100, 0.095, 0.097, 0.091, 0.782, -0.731, 0.021, -0.047, -0.263, -0.040, -0.123, -0.150, -0.133, -0.053, 0.004, -0.077, -0.261, -0.035, -0.114, -0.132, -0.096, -0.030, 0.056, 0.091, 0.090, 0.078, 0.089, 0.102, 0.099, 0.087, 0.081, 0.098, 0.104, 0.043, -0.568, -0.036, -0.135, -0.050, -0.112, -0.115, -0.150, -0.540, 0.774, 0.111, 0.084, 0.089, 0.083],
  "orbital_gap_ev": [5.73, 5.20],
  "relative_energy_kj_mol": 52.17,
  "charge": -2,
  "homo_energy_ev": [-1.6893, -1.0992],
  "max_force_ha_per_bohr": 0.0196
}

=====

Entry 4:
{
  "formula": "C5H12N2O",
  "method": "ωB97M-V/def2-TZVPD",
  "elements": ["C", "C", "C", "C", "N", "C", "N", "H", "H", "H", "H", "H", "H", "H", "H", "H", "H", "H", "H", "O"],
  "positions_angstrom": [[0.82, -1.77, 0.98], [-0.44, -1.05, 1.46], [-0.63, 0.25, 0.73], [-0.35, 1.36, 1.41], [-0.18, 2.65, 0.87], [0.27, 2.94, -0.27], [0.90, -2.00, -0.46], [0.87, -2.76, 1.45], [1.67, -1.18, 1.36], [-1.26, -1.78, 1.27], [-0.43, -1.00, 2.54], [-0.98, 0.24, -0.30], [-0.04, 1.36, 2.44], [0.69, 2.21, -0.97], [0.26, 3.99, -0.48], [0.51, -1.18, -0.93], [1.85, -2.13, -0.78], [-1.03, 0.71, -3.80], [-1.41, -0.86, -3.39], [-1.07, 0.00, -3.13]],
  "nbo_charge": [-0.202, -0.440, -0.235, -0.043, -0.420, -0.043, -0.847, 0.184, 0.158, 0.204, 0.220, 0.225, 0.195, 0.149, 0.174, 0.357, 0.361, 0.489, 0.490, -0.977],
  "orbital_gap_ev": 9.25,
  "relative_energy_kj_mol": 291.59,
  "homo_energy_ev": -8.6173,
  "max_force_ha_per_bohr": 0.0463,
  "smiles": "C=N/C=C/CCN.O"
}